[1]
C29H48As3CaClN5O3SSe | ωB97M-V/def2-TZVPD

CARTESIAN COORDINATES (ANGSTROEM)
Ca 0.351 0.121 -0.321
N 1.708 -1.957 -0.972
N 2.794 -2.175 -0.067
C 3.670 -1.139 0.071
N 4.585 -1.318 1.046
S 3.572 0.233 -0.869
H 1.372 -2.879 -1.234
H 2.140 -1.567 -1.811
H 2.505 -2.638 0.783
H 4.816 -2.248 1.359
H 5.302 -0.618 1.122
C -2.722 -1.757 2.023
As -0.888 -1.167 2.286
C -0.138 -2.810 3.024
C -1.265 -0.050 3.861
C -0.216 0.856 4.529
C -1.000 1.759 5.501
C 0.451 1.826 3.527
As 1.859 1.229 2.286
C 2.213 2.993 1.534
C 3.438 1.127 3.425
C 0.850 0.051 5.293
As 0.380 -0.671 7.084
C -0.262 -2.466 6.614
C 2.217 -1.228 7.484
H -3.190 -2.030 2.970
H -2.745 -2.610 1.344
H -3.277 -0.937 1.570
H -0.706 -3.153 3.886
H 0.899 -2.653 3.321
H -0.178 -3.572 2.245
H -1.712 -0.713 4.608
H -2.076 0.578 3.490
H -1.616 2.474 4.946
H -0.312 2.324 6.133
H -1.654 1.177 6.150
H 0.885 2.662 4.085
H -0.320 2.252 2.875
H 2.340 3.740 2.318
H 1.370 3.276 0.901
H 3.113 2.962 0.922
H 3.508 0.155 3.908
H 3.412 1.914 4.178
H 4.312 1.275 2.790
H 1.679 0.723 5.533
H 1.260 -0.749 4.667
H -1.251 -2.419 6.160
H -0.346 -3.039 7.537
H 0.431 -2.975 5.945
H 2.836 -0.352 7.674
H 2.644 -1.801 6.659
H 2.218 -1.846 8.381
C 0.384 -0.350 -6.513
N -0.499 0.462 -5.697
C -0.330 0.749 -4.389
Se 1.059 0.265 -3.306
N -1.369 1.522 -4.017
C -2.230 1.741 -5.085
C -3.411 2.451 -5.208
C -4.014 2.450 -6.456
C -3.452 1.763 -7.538
C -2.268 1.054 -7.408
C -1.671 1.060 -6.159
H 1.286 -0.559 -5.946
H 0.645 0.195 -7.419
H -0.104 -1.287 -6.779
H -1.442 1.887 -3.085
H -3.846 2.983 -4.373
H -4.938 2.992 -6.597
H -3.952 1.784 -8.496
H -1.835 0.521 -8.243
C -6.155 0.086 -0.478
C -5.500 0.726 0.713
C -5.842 0.384 2.010
C -5.202 0.977 3.092
Cl -5.591 0.470 4.707
C -4.231 1.936 2.894
C -3.873 2.288 1.597
C -4.501 1.686 0.516
O -4.249 2.030 -0.785
C -3.004 2.628 -1.065
C -1.814 1.724 -0.752
O -1.930 0.477 -0.904
O -0.732 2.289 -0.406
H -6.881 -0.663 -0.167
H -5.404 -0.383 -1.116
H -6.665 0.836 -1.083
H -6.599 -0.369 2.188
H -3.754 2.408 3.744
H -3.104 3.034 1.448
H -2.861 3.584 -0.560
H -3.040 2.831 -2.137

Values from the calculation:
* total charge: +1
* relative energy (zero: lowest compared OMol25 entry of this formula, charge and spin): 66.49 kJ/mol
* multiplicity: 1

[2]
C29H48AuClF6OP | ωB97M-V/def2-TZVPD

CARTESIAN COORDINATES (ANGSTROEM)
Au 3.587 -0.219 2.697
Cl 4.296 1.707 3.599
P -0.755 0.235 -0.463
C 0.724 0.994 -1.240
H 1.571 0.642 -0.619
H 0.851 0.487 -2.213
C -0.610 0.070 1.371
C -0.673 -1.508 -1.080
C -1.974 -0.174 2.046
H 0.035 -0.824 1.499
C -1.772 -0.527 3.527
H -2.588 0.739 1.971
H -2.541 -0.977 1.552
C -0.980 0.549 4.279
H -2.754 -0.674 3.994
H -1.235 -1.484 3.584
C 0.321 0.932 3.565
H -1.601 1.451 4.371
H -0.755 0.202 5.294
C 0.095 1.233 2.078
H 0.790 1.806 4.036
H 1.063 0.120 3.638
H -0.521 2.142 1.984
H 1.066 1.455 1.617
C -2.249 1.144 -1.054
C -0.841 -1.626 -2.603
H 0.370 -1.789 -0.825
C -0.520 -3.060 -3.042
H -1.876 -1.377 -2.886
H -0.190 -0.921 -3.137
C -1.450 -4.066 -2.359
H -0.596 -3.143 -4.132
H 0.521 -3.286 -2.765
C -1.408 -3.928 -0.835
H -2.480 -3.908 -2.707
H -1.169 -5.086 -2.637
C -1.597 -2.488 -0.345
H -2.166 -4.568 -0.369
H -0.429 -4.270 -0.481
H -2.648 -2.187 -0.484
H -1.399 -2.465 0.737
C -2.511 2.457 -0.298
H -1.965 1.407 -2.092
C -3.611 3.279 -0.990
H -2.818 2.235 0.736
H -1.598 3.066 -0.235
C -4.898 2.482 -1.245
H -3.835 4.159 -0.376
H -3.218 3.650 -1.946
C -4.656 1.083 -1.830
H -5.459 2.386 -0.305
H -5.539 3.048 -1.930
C -3.538 0.305 -1.121
H -5.580 0.494 -1.788
H -4.387 1.182 -2.892
H -3.856 0.043 -0.098
H -3.366 -0.640 -1.655
C 1.064 3.245 -0.122
C 0.810 2.487 -1.427
H 0.217 3.385 0.552
C 1.920 2.816 -2.448
H -0.148 2.864 -1.835
C 3.309 2.723 -1.821
H 1.856 2.134 -3.303
H 1.739 3.832 -2.815
C 3.514 3.779 -0.741
H 3.456 1.727 -1.393
H 4.066 2.843 -2.606
C 2.298 3.922 0.229
H 4.415 3.555 -0.162
H 3.678 4.754 -1.219
H 2.622 3.582 1.232
H 2.066 5.000 0.335
C 4.470 -3.281 2.130
C 3.276 -2.822 1.309
O 2.535 -1.774 1.812
C 3.800 -2.431 -0.128
F 4.260 -3.501 -0.840
F 2.850 -1.831 -0.894
F 4.831 -1.542 -0.042
C 2.286 -4.040 1.079
F 2.926 -5.243 0.992
F 1.388 -4.126 2.091
F 1.562 -3.903 -0.073
H 5.117 -2.416 2.316
H 5.023 -4.065 1.601
H 4.118 -3.659 3.095

Values from the calculation:
* calculated total energy: -2745.51815 Ha
* total charge: -1
* ⟨S²⟩: 2.004
* multiplicity: 3

[3]
C29H48N9O3RhS3Si4 | ωB97M-V/def2-TZVPD

CARTESIAN COORDINATES (ANGSTROEM)
Rh 0.134 -0.263 -1.244
C 5.869 0.270 -1.253
N 4.674 -0.427 -0.766
C 4.898 -1.706 -0.085
C 3.402 0.015 -0.961
N 2.331 -0.700 -0.881
N 3.288 1.376 -1.213
C 2.277 2.015 -1.894
N 2.517 3.344 -2.105
N 1.246 1.406 -2.369
H 6.572 -0.465 -1.622
H 6.332 0.872 -0.468
H 5.617 0.936 -2.067
H 5.834 -1.617 0.481
H 4.985 -2.541 -0.784
H 4.088 -1.899 0.628
H 2.493 -1.698 -0.783
H 4.046 1.959 -0.915
H 3.212 3.833 -1.562
H 1.739 3.914 -2.384
H 0.690 2.020 -2.933
S -1.141 -2.065 -1.759
C 0.155 -3.295 -1.867
N 1.293 -3.019 -2.414
C 2.149 -4.077 -2.233
C 3.468 -4.060 -2.681
C 4.264 -5.170 -2.458
C 3.749 -6.288 -1.822
C 2.439 -6.348 -1.371
C 1.634 -5.212 -1.558
S -0.023 -4.889 -1.137
H 3.812 -3.177 -3.187
H 5.309 -5.168 -2.775
H 4.375 -7.154 -1.667
H 2.047 -7.233 -0.854
C -1.772 0.505 -4.690
Si -3.025 0.442 -3.219
C -4.456 1.688 -3.529
C -3.915 -1.244 -3.260
Si -2.161 1.306 -1.183
Si -3.337 0.813 0.728
C -4.998 1.720 0.603
C -2.504 1.302 2.336
C -3.857 -1.002 0.861
Si -1.701 3.481 -1.513
C -3.261 4.556 -1.371
C -0.481 4.080 -0.217
C -0.998 3.929 -3.222
H -2.252 0.180 -5.614
H -0.918 -0.155 -4.506
H -1.381 1.522 -4.863
H -5.053 1.427 -4.400
H -4.063 2.692 -3.693
H -5.124 1.732 -2.667
H -4.851 -1.182 -3.831
H -4.186 -1.564 -2.242
H -3.287 -2.039 -3.678
H -4.902 2.800 0.606
H -5.605 1.452 1.498
H -5.577 1.400 -0.278
H -2.443 2.383 2.477
H -1.502 0.874 2.436
H -3.106 0.924 3.182
H -4.527 -1.303 0.039
H -4.431 -1.139 1.783
H -3.007 -1.693 0.879
H -3.680 4.578 -0.350
H -4.038 4.239 -2.085
H -2.935 5.575 -1.617
H -0.952 4.059 0.779
H -0.189 5.127 -0.396
H 0.440 3.478 -0.183
H -1.826 4.204 -3.877
H -0.386 3.198 -3.764
H -0.408 4.844 -3.092
O 2.142 1.092 9.082
S 1.758 1.462 7.743
O 2.836 1.563 6.774
O 0.768 2.525 7.649
C 0.775 0.013 7.132
N 0.072 -0.757 7.916
C -0.660 -1.714 7.398
C -0.723 -1.913 5.976
C 0.068 -1.031 5.251
N 0.791 -0.086 5.802
C 0.113 -0.994 3.778
C -0.548 -1.894 2.985
C -0.482 -1.734 1.596
N 0.184 -0.749 1.027
C 0.875 0.105 1.782
C 0.856 0.013 3.176
H -1.243 -2.380 8.043
H -1.377 -2.687 5.574
H -1.129 -2.724 3.393
H -0.997 -2.431 0.953
H 1.401 0.904 1.302
H 1.401 0.737 3.766

Values from the calculation:
* calculated total energy: -4315.47804 Ha
* ⟨S²⟩: 6.014
* multiplicity: 5

[4]
C29H48O2 | ωB97M-V/def2-TZVPD

CARTESIAN COORDINATES (ANGSTROEM)
C 5.513 2.123 6.331
C 5.742 2.259 4.753
O 6.339 3.128 4.134
O 5.402 1.206 4.171
C 5.620 1.326 2.774
C 4.579 1.903 2.149
C 4.430 1.330 0.835
H 5.498 1.445 0.061
H 3.893 2.081 -0.010
C 3.827 -0.050 0.587
C 4.413 -0.900 1.801
C 3.646 -1.537 2.499
C 2.008 -1.655 2.239
C 1.697 -1.478 0.770
C 2.369 0.064 0.398
C 1.877 0.317 -0.798
C 0.232 0.567 -0.880
H 0.021 1.230 -0.165
H 0.023 0.804 -2.142
C -0.341 -0.944 -0.624
C -0.081 -1.759 -1.852
H -0.394 -1.588 -2.666
H 0.942 -2.207 -1.960
H -0.668 -2.902 -1.511
C 0.298 -1.322 0.407
C -0.669 -0.582 1.661
H -0.094 0.401 2.177
H -0.806 -1.277 2.450
C -1.865 -0.104 1.167
H -2.849 -0.396 1.624
H -1.839 0.989 0.899
C -1.810 -0.542 -0.428
H -2.267 -1.721 -0.321
C -2.755 0.160 -1.369
C -2.828 1.618 -1.229
H -1.816 1.855 -1.256
H -3.231 2.122 -2.313
H -3.532 1.627 -0.288
C -4.104 -0.609 -1.447
H -3.909 -1.797 -1.507
H -4.753 -0.445 -0.366
C -4.956 -0.268 -2.383
H -5.206 1.011 -2.308
C -6.370 -0.769 -2.478
H -5.976 -1.886 -2.806
H -6.987 -0.745 -1.670
C -7.482 -0.364 -3.619
C -8.020 1.092 -3.392
H -8.605 1.277 -4.254
H -6.904 1.676 -3.558
H -8.182 1.154 -2.492
C -6.785 -0.546 -5.155
H -7.685 -0.348 -6.010
H -6.537 -1.578 -5.163
H -6.149 0.107 -5.202
H -8.278 -1.284 -3.525
H -4.502 -0.066 -3.508
H -2.221 -0.189 -2.349
H -0.164 -2.506 0.681
H 1.982 -0.569 -1.545
H 2.237 1.447 -1.251
H 1.908 0.641 1.225
H 2.052 -2.088 0.027
H 1.976 -2.974 2.463
H 1.364 -1.322 3.038
H 3.763 -1.972 3.542
C 5.589 -0.356 2.466
H 5.891 -1.168 3.219
H 6.465 -0.531 1.756
C 4.387 -1.198 -0.387
H 4.029 -2.010 -0.730
H 5.486 -1.074 -0.351
H 4.493 -0.268 -1.486
H 4.962 2.888 1.787
H 3.525 1.847 2.606
H 6.592 1.581 2.451
H 6.620 2.272 6.809
H 4.940 3.041 6.526
H 4.990 1.306 6.271

Values from the calculation:
* calculated total energy: -1283.33271 Ha
* multiplicity: 1

[5]
C29H49BN3O10SSi2 | ωB97M-V/def2-TZVPD

CARTESIAN COORDINATES (ANGSTROEM)
C -3.374 -1.066 5.281
C -3.838 -0.863 3.824
C -2.637 -1.052 2.878
O -3.116 -1.129 1.521
C -2.094 -1.111 0.612
C -1.528 -2.350 0.362
B -2.010 -3.709 1.057
O -3.319 -3.882 1.464
C -1.007 -4.912 1.364
C -0.125 -4.514 2.603
C -0.451 -2.382 -0.568
C 0.036 -1.292 -1.250
C 1.227 -1.552 -2.171
S 2.066 -3.130 -1.977
O 1.243 -4.163 -2.555
O 2.390 -3.391 -0.599
C -0.576 -0.005 -1.058
C -0.199 1.208 -1.758
C 0.860 1.247 -2.851
C 2.273 1.615 -2.212
O 2.140 1.408 -0.806
Si 3.489 1.895 0.114
C 4.649 0.468 0.582
C 4.484 3.329 -0.614
C 2.770 2.528 1.765
C -0.829 2.394 -1.435
C -0.351 3.651 -2.152
C -0.996 3.799 -3.548
C -0.289 4.793 -4.491
N -2.004 3.118 -3.894
N -1.852 2.459 -0.501
Si -2.701 4.073 -0.159
C -1.391 5.136 0.734
C -4.236 4.087 0.906
C -3.222 4.988 -1.742
C -2.216 1.360 0.152
O -3.172 1.415 1.112
N -2.599 1.874 2.373
O -3.426 2.229 3.085
C -1.640 0.079 -0.088
H -2.591 -0.343 5.571
H -2.905 -2.063 5.367
H -4.199 -1.055 6.005
H -4.524 -1.698 3.585
H -4.396 0.065 3.641
H -1.857 -0.277 3.002
H -2.161 -2.002 3.192
H -3.880 -3.393 0.844
H -1.627 -5.795 1.587
H -0.418 -5.081 0.447
H -0.701 -3.871 3.292
H 0.233 -5.427 3.093
H 0.704 -3.889 2.234
H -0.038 -3.383 -0.712
H 0.890 -1.498 -3.221
H 1.993 -0.780 -1.977
H 3.202 -3.114 -2.753
H 0.905 0.368 -3.493
H 0.693 2.054 -3.581
H 2.524 2.655 -2.471
H 3.045 0.959 -2.657
H 5.347 0.289 -0.248
H 5.171 0.772 1.504
H 4.017 -0.408 0.804
H 4.813 3.941 0.245
H 3.900 3.996 -1.267
H 5.392 2.953 -1.114
H 1.690 2.271 1.786
H 2.805 3.629 1.827
H 3.215 2.035 2.640
H -0.416 4.568 -1.551
H 0.726 3.594 -2.376
H 0.505 4.284 -5.063
H -1.017 5.215 -5.200
H 0.135 5.632 -3.914
H -2.269 3.354 -4.854
H -1.033 5.910 0.032
H -0.492 4.539 0.986
H -1.768 5.562 1.673
H -4.911 3.231 0.765
H -3.961 4.232 1.963
H -4.823 4.985 0.642
H -3.998 5.724 -1.475
H -3.654 4.314 -2.493
H -2.373 5.566 -2.141
C 3.362 -6.166 0.049
C 3.790 -7.256 -0.901
O 4.190 -8.303 -0.017
C 3.547 -8.111 1.167
O 3.530 -8.894 2.057
O 2.924 -6.902 1.192
H 2.560 -5.557 -0.348
H 4.189 -5.516 0.343
H 2.969 -7.615 -1.525
H 4.616 -6.954 -1.543

Values from the calculation:
* calculated total energy: -3052.90487 Ha
* total charge: +1
* multiplicity: 1